[1]
The molecule C5H12N2O in a non-equilibrium geometry, computed with ωB97M-V/def2-TZVPD.

The largest force on an atom comes out at 0.0230 hartree/bohr. The total energy comes out at -10406.2241 eV. The structure (SMILES) is CN(CC=O)CCN. The value obtained for the energy above the lowest of the compared OMol25 structures with the same formula, charge and spin is 50.73 kcal per mole. The calculation puts the lowest unoccupied orbital energy at 0.0329 Ha.

Each line ends with the natural charge from an NBO analysis.
CARTESIAN COORDINATES (ANGSTROEM)
N1 2.517 1.595 0.927  -0.828
C1 1.188 1.020 0.907  -0.226
C2 0.912 0.162 -0.324  -0.223
N2 -0.246 -0.678 -0.226  -0.436
C3 -0.387 -1.468 -1.435  -0.415
C4 -1.494 0.031 0.055  -0.353
C5 -2.384 -0.779 0.946  0.432
O1 -3.521 -0.479 1.195  -0.517
H1 2.545 2.453 0.400  0.358
H2 3.225 0.961 0.585  0.355
H3 0.493 1.853 0.924  0.183
H4 0.977 0.457 1.818  0.188
H5 1.748 -0.533 -0.470  0.190
H6 0.897 0.807 -1.210  0.156
H7 -1.387 -1.892 -1.491  0.201
H8 -0.245 -0.886 -2.358  0.170
H9 0.341 -2.287 -1.446  0.203
H10 -1.956 0.412 -0.866  0.207
H11 -1.270 0.929 0.634  0.233
H12 -1.952 -1.676 1.435  0.120



[2]
A cluster of 2 separate species, C5H12N2O in total in a non-equilibrium geometry, computed with ωB97M-V/def2-TZVPD.

The largest force on an atom comes out at 0.0841 hartree/bohr. The total energy comes out at -10403.6150 eV. The structure (SMILES) is CC(=O)NN.C=CC. The value obtained for the energy above the lowest of the compared OMol25 structures with the same formula, charge and spin is 110.90 kcal per mole. The calculation puts the lowest unoccupied orbital energy at 0.0290 Ha.

Each line ends with the natural charge from an NBO analysis.
CARTESIAN COORDINATES (ANGSTROEM)
C1 -0.617 1.322 1.248  -0.739
N1 -0.133 1.028 -1.273  -0.571
C2 0.418 1.257 0.160  0.755
N2 -1.518 1.128 -1.536  -0.654
O1 1.519 1.774 0.205  -0.564
H1 0.498 1.483 -1.936  0.376
H2 -1.761 0.472 -2.273  0.360
H3 -1.756 2.067 -1.844  0.348
H4 -1.534 0.793 0.998  0.247
H5 -0.190 0.881 2.149  0.249
H6 -0.845 2.373 1.450  0.251
C3 -0.358 -2.040 0.545  -0.666
C4 0.736 -1.155 0.016  -0.308
C5 2.030 -1.379 0.243  -0.395
H7 0.325 -0.337 -0.952  0.313
H8 -1.283 -1.893 -0.022  0.202
H9 -0.103 -3.103 0.486  0.214
H10 -0.596 -1.794 1.585  0.210
H11 2.782 -0.681 -0.120  0.197
H12 2.384 -2.196 0.869  0.176



[3]
The molecule C5H12N2O in a non-equilibrium geometry, computed with ωB97M-V/def2-TZVPD.

The largest force on an atom comes out at 0.1024 hartree/bohr. The total energy comes out at -10404.7768 eV. The structure (SMILES) is CN[C@H](CN)CC=O. The value obtained for the energy above the lowest of the compared OMol25 structures with the same formula, charge and spin is 84.11 kcal per mole. The calculation puts the lowest unoccupied orbital energy at 0.0231 Ha.

Each line ends with the natural charge from an NBO analysis.
CARTESIAN COORDINATES (ANGSTROEM)
C1 -0.168 2.118 0.875  -0.432
N1 1.047 1.071 0.659  -0.638
C2 0.532 -0.192 0.046  -0.061
C3 -0.251 -0.941 1.142  -0.538
C4 -0.208 -2.388 0.727  0.404
O1 -1.106 -3.196 1.075  -0.519
C5 -0.378 0.017 -1.215  -0.222
N2 0.231 0.134 -2.529  -0.839
H1 -0.797 1.974 0.022  0.187
H2 -0.857 1.957 1.629  0.177
H3 0.158 3.178 0.902  0.207
H4 1.564 0.882 1.489  0.356
H5 1.508 -0.759 -0.186  0.200
H6 0.118 -0.772 2.103  0.237
H7 -1.304 -0.488 1.169  0.237
H8 0.443 -2.786 -0.138  0.134
H9 -1.010 -0.822 -1.299  0.196
H10 -1.098 0.936 -1.047  0.189
H11 1.022 0.849 -2.584  0.368
H12 0.556 -0.773 -2.840  0.358



[4]
A cluster of 2 separate species, C5H12N2O in total, computed with ωB97M-V/def2-TZVPD.

The largest force on an atom comes out at 0.0102 hartree/bohr. The total energy comes out at -10407.0898 eV. The structure (SMILES) is CN(C)C(N)=O.C=C. The value obtained for the energy above the lowest of the compared OMol25 structures with the same formula, charge and spin is 30.77 kcal per mole. The calculation puts the lowest unoccupied orbital energy at 0.0313 Ha.

Each line ends with the natural charge from an NBO analysis.
CARTESIAN COORDINATES (ANGSTROEM)
C1 0.283 -1.382 -1.302  -0.412
C2 -0.270 -1.286 1.102  -0.416
N1 0.584 -0.874 0.014  -0.452
C3 1.564 0.062 0.153  0.785
N2 1.766 0.520 1.439  -0.856
O1 2.201 0.500 -0.786  -0.673
H1 1.593 -0.096 2.215  0.383
H2 2.587 1.099 1.528  0.403
H3 -0.722 -1.086 -1.611  0.191
H4 0.238 -1.988 1.772  0.186
H5 1.009 -0.959 -1.993  0.250
H6 0.360 -2.472 -1.315  0.188
H7 -0.610 -0.423 1.677  0.210
H8 -1.144 -1.784 0.688  0.216
C4 -0.988 1.955 -0.441  -0.378
C5 -2.158 1.436 -0.753  -0.404
H9 -2.393 1.121 -1.757  0.190
H10 -0.754 2.274 0.561  0.194
H11 -0.202 2.076 -1.168  0.207
H12 -2.942 1.308 -0.024  0.189



[5]
A cluster of 2 separate species, C5H12N2O in total in a non-equilibrium geometry, computed with ωB97M-V/def2-TZVPD.

The largest force on an atom comes out at 0.0529 hartree/bohr. The total energy comes out at -10405.4857 eV. The structure (SMILES) is CC1(N)CC1.[H]/N=C\O. The value obtained for the energy above the lowest of the compared OMol25 structures with the same formula, charge and spin is 67.76 kcal per mole. The calculation puts the lowest unoccupied orbital energy at 0.0259 Ha.

Each line ends with the natural charge from an NBO analysis.
CARTESIAN COORDINATES (ANGSTROEM)
C1 1.661 0.445 -1.288  0.440
C2 0.329 0.193 1.159  -0.508
C3 -0.842 -0.571 1.731  -0.437
C4 -1.996 0.867 -0.066  -0.614
C5 -1.048 -0.249 0.289  0.173
N1 1.681 -0.797 -1.564  -0.744
O1 2.629 1.205 -0.734  -0.679
N2 -1.004 -1.282 -0.651  -0.810
H1 3.382 0.659 -0.466  0.478
H2 0.901 1.069 -1.743  0.162
H3 -0.240 -1.944 -0.449  0.371
H4 2.521 -1.284 -1.256  0.330
H5 -0.780 -0.956 -1.586  0.368
H6 0.395 1.246 1.401  0.207
H7 1.267 -0.336 1.252  0.206
H8 -1.485 -0.072 2.452  0.206
H9 -0.652 -1.612 1.971  0.211
H10 -3.024 0.523 0.067  0.220
H11 -1.863 1.169 -1.105  0.204
H12 -1.832 1.726 0.584  0.214



[6]
A cluster of 2 separate species, C5H12N2O in total in a non-equilibrium geometry, computed with ωB97M-V/def2-TZVPD.

The largest force on an atom comes out at 0.0375 hartree/bohr. The total energy comes out at -10407.5187 eV. The structure (SMILES) is C/C=C/C.NC(N)=O. The value obtained for the energy above the lowest of the compared OMol25 structures with the same formula, charge and spin is 20.88 kcal per mole. The calculation puts the lowest unoccupied orbital energy at 0.0305 Ha.

Each line ends with the natural charge from an NBO analysis.
CARTESIAN COORDINATES (ANGSTROEM)
C1 -0.980 -0.707 0.556  -0.219
C2 -1.295 -2.000 0.285  -0.164
C3 -0.316 -3.081 -0.136  -0.649
C4 -2.032 0.295 0.916  -0.663
H1 0.075 -0.410 0.529  0.209
H2 -2.336 -2.223 0.357  0.180
H3 -0.279 -3.847 0.664  0.213
H4 -0.504 -3.569 -1.117  0.219
H5 0.681 -2.624 -0.168  0.225
H6 -2.962 -0.247 1.189  0.221
H7 -2.223 1.006 0.095  0.216
H8 -1.820 0.907 1.826  0.210
N1 0.624 2.182 -0.220  -0.856
C5 1.781 1.590 -0.694  0.775
N2 2.815 2.472 -0.958  -0.848
O1 1.905 0.370 -0.840  -0.651
H9 0.005 1.452 0.168  0.409
H10 0.767 3.013 0.361  0.388
H11 3.529 2.019 -1.520  0.401
H12 2.566 3.402 -1.293  0.385



[7]
The molecule C5H12N2O, computed with ωB97M-V/def2-TZVPD.

The largest force on an atom comes out at 0.0157 hartree/bohr. The total energy comes out at -10403.2697 eV. The value obtained for the energy above the lowest of the compared OMol25 structures with the same formula, charge and spin is 118.86 kcal per mole. The calculation puts the lowest unoccupied orbital energy (spin up / spin down) at 0.0333 / 0.0162 Ha.

Each line ends with the natural charge from an NBO analysis.
CARTESIAN COORDINATES (ANGSTROEM)
C1 -1.343 -0.092 0.994  -0.524
C2 -0.540 1.010 1.537  -0.216
C3 1.224 -1.694 -0.163  -0.626
C4 0.680 -0.306 -0.526  0.336
C5 -0.824 -0.210 -0.446  0.000
N1 -1.413 0.553 -1.494  -0.886
N2 1.251 0.668 0.503  -0.760
O1 1.155 0.049 -1.809  -0.745
H1 0.343 0.298 -2.296  0.497
H2 -1.438 1.572 -1.402  0.348
H3 -2.331 0.232 -1.772  0.372
H4 2.137 0.369 0.922  0.371
H5 1.431 1.551 0.028  0.383
H6 -1.236 -1.012 1.573  0.214
H7 -2.404 0.158 0.959  0.229
H8 -0.739 2.007 1.164  0.179
H9 0.002 0.970 2.474  0.189
H10 2.314 -1.727 -0.238  0.207
H11 0.805 -2.419 -0.858  0.228
H12 0.928 -1.976 0.850  0.204



[8]
The ion C5H12N2O with charge +1 in a non-equilibrium geometry, computed with ωB97M-V/def2-TZVPD.

The largest force on an atom comes out at 0.0642 hartree/bohr. The total energy comes out at -10398.1832 eV. Its spin multiplicity is 2. The charge is +1. The value obtained for the energy above the lowest of the compared OMol25 structures with the same formula, charge and spin is 25.80 kcal per mole. The calculation puts the lowest unoccupied orbital energy (spin up / spin down) at -0.1095 / -0.2885 Ha.

Each line ends with the Löwdin spin population.
CARTESIAN COORDINATES (ANGSTROEM)
C1 0.982 0.489 0.606  0.067
N1 0.821 -0.835 1.102  0.595
C2 -0.227 -1.002 2.151  0.057
C3 2.004 -1.587 1.426  0.073
C4 0.766 0.694 -0.923  0.044
N2 -0.508 0.357 -1.430  0.019
C5 -1.571 1.226 -1.511  0.001
O1 -2.681 0.864 -1.786  0.009
H1 1.828 1.084 0.964  0.019
H2 0.230 1.128 1.059  0.006
H3 -1.209 -0.778 1.769  0.009
H4 0.060 -0.287 2.932  0.032
H5 -0.093 -1.967 2.626  0.001
H6 2.885 -0.960 1.567  0.023
H7 2.311 -2.121 0.503  0.037
H8 1.928 -2.398 2.143  0.004
H9 1.092 1.713 -1.142  0.002
H10 1.536 0.129 -1.458  0.001
H11 -0.761 -0.619 -1.468  0.002
H12 -1.326 2.283 -1.312  0.000



[9]
The ion C5H12N2O with charge +1 in a non-equilibrium geometry, computed with ωB97M-V/def2-TZVPD.

The largest force on an atom comes out at 0.0676 hartree/bohr. The total energy comes out at -10397.6454 eV. Its spin multiplicity is 2. The charge is +1. The value obtained for the energy above the lowest of the compared OMol25 structures with the same formula, charge and spin is 38.20 kcal per mole. The calculation puts the lowest unoccupied orbital energy (spin up / spin down) at -0.1330 / -0.3109 Ha.

Each line ends with the Löwdin spin population.
CARTESIAN COORDINATES (ANGSTROEM)
C1 -2.583 -0.609 0.293  0.082
C2 -1.092 -0.724 -0.004  0.077
N1 -0.411 0.372 -0.260  0.029
C3 -1.020 1.591 -0.801  0.002
C4 1.066 0.249 -0.492  0.004
C5 1.661 -0.595 0.607  0.022
N2 3.113 -0.358 0.501  0.012
O1 -0.731 -1.914 0.101  0.735
H1 -2.883 -1.681 0.327  0.002
H2 -2.830 0.001 1.157  0.008
H3 -3.220 -0.224 -0.534  0.009
H4 -1.377 2.348 -0.092  0.001
H5 -2.005 1.329 -1.217  0.001
H6 -0.333 2.092 -1.454  0.000
H7 1.329 -0.288 -1.407  0.001
H8 1.447 1.254 -0.685  0.002
H9 1.244 -0.512 1.623  0.001
H10 1.572 -1.695 0.413  0.011
H11 3.390 0.471 1.017  0.002
H12 3.664 -1.107 0.907  0.000



[10]
A cluster of 2 separate species, C5H12N2O2 in total in a non-equilibrium geometry, computed with ωB97M-V/def2-TZVPD.

The largest force on an atom comes out at 0.0850 hartree/bohr. The total energy comes out at -12452.4367 eV. The structure (SMILES) is C[C@H](N)C(=O)O.[H]/N=C/C. The value obtained for the energy above the lowest of the compared OMol25 structures with the same formula, charge and spin is 81.77 kcal per mole. The calculation puts the lowest unoccupied orbital energy at 0.0170 Ha.

Each line ends with the natural charge from an NBO analysis.
CARTESIAN COORDINATES (ANGSTROEM)
C1 -1.273 0.956 -0.577  -0.178
C2 -0.194 0.219 -1.370  -0.639
C3 -2.360 -0.063 -0.185  0.773
N1 -0.732 1.573 0.641  -0.866
O1 -2.378 -0.368 1.114  -0.676
O2 -3.069 -0.589 -0.997  -0.576
H1 -1.640 0.131 1.530  0.508
H2 -1.752 1.691 -1.239  0.209
H3 0.207 1.923 0.498  0.377
H4 -1.305 2.355 0.943  0.378
H5 1.102 0.138 0.033  0.147
H6 0.564 0.925 -1.719  0.230
H7 -0.637 -0.167 -2.285  0.250
C4 1.481 -1.824 0.732  -0.640
C5 1.951 -0.460 0.628  0.117
N2 3.122 -0.009 0.684  -0.620
H8 3.211 0.957 0.369  0.333
H9 -0.017 -0.960 -0.855  0.209
H10 0.550 -1.834 -0.104  0.183
H11 2.231 -2.573 0.506  0.241
H12 0.937 -2.023 1.653  0.241